The following is a quantum chemistry calculation of one molecule with the formula C24H33N3O5 in a non-equilibrium geometry, from the Open Molecules 2025 dataset.

```
65
Properties=species:S:1:pos:R:3:forces:R:3:lowdin_charge:R:1
C -6.736450 -0.973732 -0.394603 -0.4 -0.1 0.2 -0.0742
O -5.668114 -0.803903 -1.298630 0.4 0.1 -0.1 -0.0660
C -4.562861 -0.078093 -0.977028 0.1 0.0 -0.1 -0.1952
C -3.652908 0.054404 -2.026860 -0.2 0.0 0.2 0.0088
C -2.468710 0.740870 -1.886368 0.1 0.2 0.2 -0.0327
C -2.163050 1.326074 -0.660921 -0.6 -0.2 0.1 -0.1608
C -0.903948 2.007343 -0.473823 1.0 0.2 -0.6 -0.2961
N 0.086488 2.042110 -1.317557 -0.9 -0.4 -0.1 0.2045
C 1.080932 2.750319 -0.700110 0.0 0.5 1.0 -0.2139
C 2.426886 2.926425 -1.331210 0.0 0.0 0.1 -0.1286
N 3.355208 1.834960 -1.072383 0.2 0.0 -0.1 -0.1466
C 2.877597 0.570719 -1.606103 0.1 -0.2 -0.1 -0.1784
C 3.970279 -0.487268 -1.503285 -0.2 0.0 0.0 -0.1243
C 4.390035 -0.691016 -0.041244 0.1 0.2 0.0 -0.2317
C 3.271362 -1.357904 0.752521 0.6 -0.3 -0.2 -0.4573
O 2.604391 -0.807681 1.605118 -0.2 0.3 0.3 0.0623
N 3.121778 -2.677181 0.463453 0.0 -0.4 0.0 0.0752
C 1.946525 -3.399663 0.884012 -0.3 0.1 -0.2 -0.1196
C 0.931978 -3.523067 -0.278291 0.1 -0.3 0.3 -0.3193
C -0.485015 -3.837405 0.236050 0.2 0.0 -0.2 -0.1154
C -1.179635 -2.464426 0.254541 0.1 0.1 -0.1 -0.1260
C -0.109192 -1.503993 -0.288565 -0.3 0.4 0.2 -0.1884
O 0.824744 -2.308273 -0.982293 0.1 -0.1 -0.3 -0.0997
C 4.782735 0.667550 0.541361 -0.2 -0.1 0.1 -0.1244
C 3.679752 1.703041 0.338348 0.2 0.0 0.1 -0.1903
C 0.633609 3.130360 0.536399 0.8 0.1 -0.8 -0.2445
C 1.231513 3.916384 1.643848 -0.3 -0.3 0.0 -0.0027
O -0.634033 2.659422 0.679549 -0.4 -0.1 0.1 0.1207
C -3.063851 1.210419 0.396120 0.1 0.0 -0.1 0.0500
C -4.256698 0.517576 0.263244 -0.2 -0.1 0.0 -0.1791
O -5.153143 0.377667 1.295291 0.1 -0.1 -0.5 -0.1155
C -4.858328 0.980302 2.530527 0.0 0.1 0.2 -0.0780
H -7.167235 -0.016886 -0.093107 0.0 -0.1 0.0 0.0959
H -6.431136 -1.528256 0.494913 -0.1 0.0 -0.1 0.0936
H -7.481268 -1.549731 -0.944041 0.0 0.0 0.1 0.0936
H -3.917086 -0.410228 -2.963532 0.0 -0.1 -0.1 0.1227
H -1.773447 0.835018 -2.703937 0.1 0.0 -0.1 0.1172
H 2.887488 3.849719 -0.967796 0.0 0.0 -0.1 0.1200
H 2.295543 2.996328 -2.413664 0.0 0.1 0.1 0.1239
H 2.612432 0.723343 -2.654748 -0.1 0.0 0.0 0.1287
H 1.978384 0.212762 -1.083286 0.0 0.0 -0.1 0.1081
H 4.841252 -0.155368 -2.072084 0.0 0.0 0.0 0.1202
H 3.600199 -1.416405 -1.940605 0.0 0.0 0.0 0.1089
H 5.256588 -1.363244 -0.004646 -0.1 0.0 0.0 0.1451
H 3.609523 -3.046768 -0.338033 0.0 0.2 0.0 0.1406
H 1.511855 -2.826338 1.705423 0.0 -0.1 0.0 0.1249
H 2.223739 -4.395479 1.241151 -0.1 0.1 0.0 0.1267
H 1.297761 -4.265139 -0.996687 0.0 0.0 0.1 0.1468
H -0.990956 -4.518447 -0.446408 0.0 0.0 0.1 0.1094
H -0.449129 -4.299296 1.221013 0.0 -0.1 0.0 0.1093
H -1.490825 -2.175370 1.256081 -0.1 0.0 0.0 0.1090
H -2.056265 -2.459872 -0.391327 0.0 0.0 0.0 0.1037
H -0.500524 -0.777208 -0.999222 0.1 0.0 0.1 0.1004
H 0.386913 -0.970847 0.533173 0.0 0.0 -0.1 0.1125
H 4.982604 0.569981 1.609642 0.0 0.0 0.0 0.1194
H 5.691705 1.010849 0.043633 0.0 0.0 0.0 0.1186
H 4.031101 2.674685 0.697593 0.0 0.0 0.0 0.1219
H 2.804963 1.406086 0.933525 0.1 0.1 0.0 0.1102
H 1.545875 3.258889 2.454616 0.1 0.0 0.1 0.0877
H 0.497909 4.617140 2.039134 0.0 0.1 0.0 0.0850
H 2.097154 4.463462 1.282010 0.0 0.0 0.0 0.0792
H -2.801485 1.670269 1.334424 0.0 0.0 0.1 0.1113
H -4.766712 2.067184 2.438815 0.0 0.0 0.0 0.0990
H -5.703788 0.744113 3.175515 0.1 0.1 0.0 0.0959
H -3.943020 0.572717 2.971380 0.0 0.0 0.0 0.0979
```
Positions in Å, forces in eV/Å.

As for the SMILES: COc1ccc(-c2nc(CN3CCC(C(=O)NC[C@H]4CCCO4)CC3)c(C)o2)cc1OC. Its HOMO energy is -0.27730 Ha. For the energy above the lowest of the compared OMol25 structures with the same formula, charge and spin, the calculation gives 53.8 kcal/mol.

---

The following is a quantum chemistry calculation of a 4-piece molecular cluster, C24H33N3O9S2 overall in a non-equilibrium geometry, from the Open Molecules 2025 dataset.

```
71
Properties=species:S:1:pos:R:3:forces:R:3:lowdin_charge:R:1
O 4.892043 4.307497 4.515240 0.1 -0.5 -0.6 0.1215
C 4.770093 3.239762 3.965133 -0.9 0.6 0.4 -0.3708
N 5.749116 2.605711 3.168252 -0.3 -0.1 -0.1 0.1664
C 5.353967 1.278178 2.860913 -0.4 -0.4 0.0 -0.3743
O 6.052659 0.432242 2.362208 -0.4 0.8 0.0 0.0956
C 3.922075 1.166452 3.347271 0.0 0.2 0.3 -0.1125
C 3.561908 2.332229 4.005608 2.0 0.2 -0.5 -0.0904
C 2.331017 2.518923 4.556459 0.1 0.5 0.4 0.0249
C 1.437720 1.477115 4.462215 -1.0 0.3 0.7 -0.0102
C 1.733641 0.278785 3.838350 0.3 -0.8 -0.5 -0.2081
C 0.761600 -0.878560 3.770713 -0.7 0.4 0.4 -0.2222
C -0.589745 -0.538709 3.111625 0.0 -0.5 0.3 -0.4110
S -1.708201 0.296985 4.309984 -0.2 0.2 -0.7 0.9997
C -1.976119 1.864507 3.558029 0.4 -1.3 0.6 -0.7228
N -2.190594 2.932441 4.220499 0.0 0.4 0.0 0.0500
N -2.339280 3.915862 3.249378 -0.3 1.1 0.9 0.0553
C -2.183238 3.379219 2.117767 -0.2 -0.2 0.0 -0.1928
O -1.966843 2.029311 2.226719 0.1 0.3 -0.8 0.0349
C 3.002201 0.145019 3.268161 0.6 -0.8 -1.4 -0.4280
S 3.493896 -1.364691 2.410273 -0.2 -0.7 0.3 0.8463
H 6.091004 3.161631 2.395179 0.7 0.0 0.3 0.1604
H 2.103702 3.449606 5.063305 -0.1 -0.1 0.0 0.1360
H 0.467641 1.627560 4.925143 0.1 -0.2 -0.1 0.0886
H 1.162198 -1.760345 3.273888 0.1 0.3 0.0 0.0338
H 0.544295 -1.189606 4.802957 0.1 0.0 -0.2 0.1225
H -0.501529 0.017088 2.176050 0.0 0.2 0.3 0.0883
H -1.090955 -1.478654 2.864653 0.1 0.1 0.0 0.0638
H -2.215745 3.933600 1.196185 0.2 -0.6 -0.3 0.1236
H 3.643801 -1.028566 1.110600 0.0 0.6 0.4 -0.1166
C -0.832396 1.705254 -2.641831 0.1 -0.1 0.2 -0.0629
C -0.819076 3.194426 -2.367132 0.1 -0.3 -0.2 -0.2251
O -0.726470 3.469070 -0.965298 -0.3 0.3 0.1 -0.0106
C 0.436953 3.518514 -0.288250 0.3 -0.3 0.0 -0.5214
C 1.695330 2.997271 -0.939397 0.2 0.4 -0.3 0.0176
O 0.437092 3.909614 0.845255 -0.1 0.1 0.0 0.1087
H 0.092938 1.228444 -2.314925 0.0 0.0 -0.1 0.0701
H -0.960995 1.513886 -3.707531 0.0 0.0 0.0 0.0788
H -1.646041 1.224289 -2.100491 -0.1 0.0 -0.1 0.0794
H -0.032028 3.714920 -2.915757 0.1 0.0 0.1 0.1141
H -1.762875 3.631362 -2.690728 0.0 0.1 0.2 0.1244
H 1.840590 1.957899 -0.646299 0.0 0.0 0.0 0.0939
H 2.533992 3.589983 -0.580712 0.0 -0.1 0.2 0.0914
H 1.698046 3.072495 -2.024387 -0.1 -0.2 0.0 0.0696
C -4.580048 -1.012869 -6.510331 0.0 -0.1 0.1 -0.0623
C -3.408147 -0.202885 -5.996623 -0.2 -0.1 -0.2 -0.2332
O -3.256237 -0.338947 -4.579136 0.1 0.4 0.2 -0.0035
C -2.583344 -1.343190 -3.993346 -0.1 -0.4 -0.1 -0.5262
C -2.189241 -2.547600 -4.815200 0.4 0.2 -0.2 0.0139
O -2.370209 -1.296555 -2.811925 0.0 0.2 0.0 0.0960
H -4.437882 -2.079959 -6.337314 0.1 0.0 -0.1 0.0681
H -4.716194 -0.852770 -7.580134 0.0 0.0 0.0 0.0838
H -5.494399 -0.724249 -5.991735 0.0 0.1 0.0 0.0862
H -2.476330 -0.443414 -6.511193 0.0 -0.1 0.0 0.1142
H -3.594543 0.855782 -6.171925 0.0 0.0 0.2 0.1233
H -2.956263 -3.314112 -4.710204 0.0 0.0 0.0 0.1001
H -1.246663 -2.930608 -4.429496 -0.1 -0.1 0.2 0.0869
H -2.032303 -2.333766 -5.869633 -0.2 0.0 0.0 0.0707
C -1.413952 -3.881950 -0.876105 0.0 -0.3 0.1 -0.0589
C -0.252017 -3.050939 -0.379088 -0.2 -0.1 -0.2 -0.2237
O -0.093993 -3.165448 1.040131 0.1 0.4 0.2 -0.0140
C 0.595624 -4.155547 1.633877 0.0 -0.5 -0.1 -0.5290
C 0.998437 -5.364052 0.823681 0.4 0.2 -0.3 0.0157
O 0.821297 -4.102564 2.811431 -0.2 0.3 0.0 0.1009
H -1.260664 -4.945777 -0.686569 0.1 0.0 0.0 0.0694
H -1.554861 -3.737991 -1.946182 0.0 0.1 0.0 0.0587
H -2.330358 -3.595790 -0.359974 0.0 0.1 -0.1 0.0910
H 0.682036 -3.287295 -0.892345 0.0 -0.1 0.1 0.1154
H -0.454280 -1.998041 -0.572075 0.0 0.0 0.2 0.1182
H 0.242949 -6.139475 0.943712 0.0 0.0 0.0 0.0973
H 1.949090 -5.728057 1.206945 -0.1 -0.1 0.2 0.0929
H 1.145112 -5.159949 -0.234515 -0.2 -0.1 0.0 0.0685
```
Positions in Å, forces in eV/Å.

As for the SMILES: O=C1NC(=O)c2c1ccc(CCSc1nnco1)c2S.CCOC(C)=O.CCOC(C)=O.CCOC(C)=O. Its HOMO energy is -0.31590 Ha.

---

The following is a quantum chemistry calculation of C24H33N3P2SeTc as an isolated structure in a non-equilibrium geometry, from the Open Molecules 2025 dataset.

```
64
Properties=species:S:1:pos:R:3:forces:R:3:lowdin_spin:R:1
C -1.321717 2.765844 -3.282426 -0.3 -0.8 0.7 0.0087
C -1.058934 1.525527 -2.724268 0.0 0.6 -0.9 -0.0034
C 0.294933 1.058070 -2.878718 1.2 -0.7 -1.0 0.0027
C 1.389486 2.028328 -2.884794 -2.3 -0.4 0.5 0.0021
C 1.037978 3.344838 -3.184366 -0.9 1.2 -0.4 0.0095
C -0.262303 3.656669 -3.565230 1.2 0.4 -0.2 -0.0013
C 2.690847 1.635721 -2.689546 -0.3 -0.4 0.3 0.0063
C 2.920352 0.287740 -2.754705 -0.8 -2.6 0.8 0.0008
C 1.807679 -0.653200 -2.799352 -0.5 0.9 -1.1 0.0002
C 2.052388 -2.056883 -2.585925 0.2 -0.3 -0.8 -0.0012
C 3.294942 -2.554787 -2.921808 -1.0 0.2 0.2 0.0064
C 4.354637 -1.638482 -3.120707 0.7 0.5 0.1 -0.0007
C 4.195070 -0.299570 -2.821131 1.2 -0.2 -0.6 0.0079
H -2.372703 3.019026 -3.478406 0.5 0.3 0.3 0.0004
H 1.878518 4.034129 -3.195821 -0.4 0.3 -0.3 0.0004
H -0.459312 4.583910 -4.098950 0.0 0.0 0.4 -0.0002
H 3.460194 2.318075 -2.366559 0.3 0.3 -0.7 0.0002
H 3.385616 -3.644772 -3.068556 0.4 0.7 0.4 0.0002
H 5.311396 -2.021486 -3.469164 -0.1 0.2 0.3 -0.0002
H 5.008715 0.436095 -2.811426 0.1 -0.7 -0.1 0.0003
N 0.541598 -0.257645 -3.121082 0.2 0.4 3.7 0.0192
Tc 0.167312 -0.399546 0.985489 0.2 0.2 1.0 2.2853
C -2.104063 0.714216 -1.993357 1.1 -0.7 -0.4 0.0317
H -2.194102 -0.300005 -2.407862 0.0 0.2 0.1 -0.0001
H -3.087268 1.205313 -2.021912 0.3 -0.1 0.3 0.0024
C 0.952125 -2.923900 -2.025372 -0.3 1.1 -0.3 0.0147
H 0.019000 -2.867608 -2.597397 0.1 0.2 0.0 0.0008
H 1.239055 -3.983068 -1.972701 0.0 0.3 0.3 0.0008
P -1.575907 0.487822 -0.178506 -3.2 1.7 -1.9 0.0924
P 0.540824 -2.315775 -0.271381 0.2 -3.5 -1.0 0.0865
C 1.760825 -3.355205 0.642311 0.2 0.4 0.1 0.0292
H 1.574761 -3.256519 1.712647 0.1 -0.2 0.0 0.0018
H 1.680298 -4.410377 0.346678 -0.1 0.3 0.0 0.0039
H 2.778255 -3.010253 0.435487 -0.1 0.0 0.0 0.0005
C -0.970426 -3.319024 0.032324 0.0 0.1 0.0 0.0421
H -0.702978 -4.386601 0.022095 -0.3 0.3 0.0 0.0068
H -1.391967 -3.029370 1.008572 0.0 -0.4 -0.3 0.0059
H -1.684787 -3.100664 -0.772354 0.0 -0.2 0.3 0.0002
C -1.920979 2.166550 0.489084 0.3 0.3 0.2 0.0238
H -2.933864 2.535663 0.254498 0.3 -0.4 0.0 0.0024
H -1.791361 2.157460 1.583193 -0.1 0.0 -0.3 0.0017
H -1.196831 2.883496 0.078892 -0.1 -0.2 0.0 0.0008
C -3.016545 -0.462801 0.459486 0.3 -0.3 0.2 0.0221
H -2.930611 -0.566755 1.551232 -0.2 0.0 -0.4 0.0009
H -3.966316 0.026170 0.208124 0.3 0.0 0.1 0.0023
H -3.009981 -1.464860 0.013655 -0.1 0.2 0.1 0.0009
H 1.289086 0.556418 0.380962 1.7 1.2 -0.8 0.0381
H 1.457231 0.765464 1.300245 -0.6 0.2 -0.5 0.0586
C 0.843485 2.303870 3.878504 0.9 0.5 0.0 0.0059
N -0.411594 1.635912 4.118197 -1.0 -0.6 0.2 0.0109
C -1.523101 2.128178 4.810958 0.4 -0.7 -0.4 0.0026
C -2.449303 1.128854 4.829341 0.5 -0.3 -0.4 0.0058
N -1.905771 0.050014 4.139255 0.7 0.7 0.2 0.0048
C -2.480260 -1.265698 3.971429 -0.4 -0.7 0.1 0.0039
C -0.639337 0.347384 3.747780 -0.7 0.8 0.8 0.0244
Se 0.657855 -0.958004 3.306485 0.4 -0.6 0.9 0.1159
H 1.471842 1.622293 3.306085 0.0 0.1 0.1 0.0066
H 1.362588 2.515816 4.817518 -0.2 0.0 -0.1 0.0001
H 0.719430 3.230100 3.308742 -0.2 -0.2 0.2 0.0002
H -1.537129 3.104153 5.271132 0.0 0.0 -0.2 0.0002
H -3.421159 1.065272 5.291396 0.0 0.1 -0.1 0.0004
H -2.545658 -1.785095 4.935486 0.0 0.2 -0.2 0.0004
H -3.468980 -1.202610 3.505766 0.2 0.0 0.3 0.0004
H -1.803076 -1.833822 3.320719 -0.4 0.1 0.3 0.0027
```
Positions in Å, forces in eV/Å.

Its HOMO energy (alpha / beta) is -0.46542 / -0.46552 Ha. As for the net charge: +2. As for the spin multiplicity: 4.

---

In order of appearance, total energy = -40131.27018, -69991.05954, -115998.79584 eV.